Entry from OMol25: a 2-piece molecular cluster, C3H11O overall at a distorted geometry (wB97M-V/def2-TZVPD).

Each line ends with the natural charge from an NBO analysis.
Positions of all 15 atoms, in Å:
O 0.45791 -2.79399 -1.11681  -0.80
H 0.77876 -3.39891 -1.80437  0.59
H -0.40334 -2.89812 -0.70899  0.60
H 1.08018 -2.03710 -0.93913  0.60
C 0.76123 1.58182 -0.39746  -0.60
C -0.55374 1.50936 0.42305  -0.42
C -0.84166 0.13950 1.08660  -0.60
H 0.58127 1.80419 -1.42675  0.23
H 1.59129 2.22633 0.23312  0.24
H 1.23759 0.61468 -0.30911  0.16
H -0.61420 2.38621 1.10153  0.23
H -1.35610 1.63510 -0.19215  0.20
H -0.20986 0.04345 2.03287  0.22
H -0.61777 -0.72641 0.44528  0.12
H -1.89156 -0.08610 1.57232  0.24

Computed properties:
Kohn-Sham gap = 9.15 eV
net charge = +1
LUMO level = -5.332 eV
ΔE to the lowest compared entry with this formula, charge and spin = 31.70 kcal per mole
M = 63.12 g/mol
HOMO = -14.48 eV
multiplicity = 1

***

Entry from OMol25: a 2-piece molecular cluster, C3H11O overall at a distorted geometry (wB97M-V/def2-TZVPD).

Each line ends with the Mulliken spin population.
Positions of all 15 atoms, in Å:
O 0.44206 -0.41178 -2.87480  0.00
H 0.48719 0.13072 -3.69285  0.00
H 1.27786 -0.91170 -2.73660  0.00
H 0.01817 -0.04124 -2.07675  0.00
C 0.01619 1.20970 0.43352  0.08
C 0.19219 -0.15142 1.03579  0.18
C -0.80660 -0.59009 2.08479  0.20
H 1.01936 1.69604 0.42757  0.09
H -0.67022 1.81848 1.01002  0.00
H -0.32339 1.27524 -0.61484  0.02
H 1.21280 -0.33697 1.52901  0.18
H 0.29269 -0.86737 0.18910  0.10
H -0.79411 -1.69445 1.97093  0.08
H -0.62470 -0.31055 3.13037  0.05
H -1.78918 -0.18990 1.77399  0.04

Computed properties:
Kohn-Sham gap (alpha / beta) = 12.72 / 7.50 eV
net charge = +2
LUMO level (alpha / beta) = -8.892 / -14.505 eV
ΔE to the lowest compared entry with this formula, charge and spin = 15.40 kcal per mole
M = 63.12 g/mol
HOMO (alpha / beta) = -21.61 / -22.00 eV
multiplicity = 2

***

Entry from OMol25: a 3-piece molecular cluster, C3H11O2S overall at a distorted geometry (wB97M-V/def2-TZVPD).

Each line ends with the natural charge from an NBO analysis.
Positions of all 17 atoms, in Å:
C -1.20333 1.83169 -0.29099  -0.62
C 0.08650 1.52129 0.55755  -0.40
C -0.12127 0.53876 1.70684  -0.55
S -0.88419 -1.00776 1.22047  -0.68
H -2.10282 2.16750 0.17534  0.20
H -0.78754 2.56191 -0.94274  0.18
H -1.31872 0.82261 -0.79098  0.23
H 0.67029 2.41626 0.86116  0.17
H 0.79370 0.98141 -0.12700  0.19
H 0.78631 0.34316 2.34393  0.18
H -0.72738 0.92910 2.56123  0.17
H 1.25160 -2.78467 -1.05098  0.48
H 2.04551 -3.51308 -0.10400  0.47
O 2.10982 -3.15428 -1.02166  -0.95
H -0.67025 -0.86841 -1.11099  0.50
H 0.51875 -1.44054 -2.00682  0.45
O -0.44696 -1.34494 -1.98035  -1.01

Computed properties:
Kohn-Sham gap = 6.70 eV
net charge = -1
LUMO level = 3.942 eV
ΔE to the lowest compared entry with this formula, charge and spin = 24.15 kcal per mole
M = 111.19 g/mol
HOMO = -2.75 eV
multiplicity = 1